# 1
This record from the Open Molecules 2025 dataset describes a 16-piece molecular cluster, C68H183N15O19 overall in a non-equilibrium geometry. The level of theory is wB97M-V/def2-TZVPD.

Properties
Gap between HOMO and LUMO (eV): 8.51
DFT total energy (eV): -134723.5516
Highest occupied orbital energy (eV): -8.35

Atoms and positions in Å:
O: -12.726 21.437 3.592
O: -16.412 10.960 6.631
O: -16.241 15.074 -2.027
O: -6.519 14.142 3.528
O: -14.445 17.188 7.542
O: -11.472 10.836 5.968
O: -16.992 20.671 4.404
O: -10.951 14.094 3.736
O: -13.797 21.995 -0.923
O: -3.320 11.019 5.545
O: -18.690 13.948 2.124
O: -7.809 8.592 2.256
O: -10.695 10.240 -0.915
O: -9.659 18.407 6.454
O: -10.755 18.023 -0.305
O: -6.690 7.369 8.299
O: -14.117 16.867 3.101
O: -4.631 7.534 -1.024
O: -11.725 6.436 3.533
N: -6.086 15.899 5.879
N: -19.274 15.679 -0.049
N: -7.484 7.006 -0.192
N: -18.714 8.076 5.511
N: -6.685 12.526 6.243
N: -19.986 21.027 2.206
N: -8.281 16.394 7.890
N: -10.636 23.895 5.508
N: -19.429 15.047 5.543
N: -14.270 10.425 -2.255
N: -13.841 14.228 3.659
N: -9.153 8.728 7.040
N: -15.811 14.192 5.928
N: -11.416 16.917 3.209
N: -13.527 6.897 0.980
C: -4.770 11.074 5.382
C: -15.110 10.464 6.511
C: -15.098 14.965 6.882
C: -11.345 7.019 2.304
C: -16.050 21.584 5.007
C: -14.807 16.358 6.410
C: -9.893 10.991 -1.758
C: -10.457 10.145 5.302
C: -5.750 15.357 3.511
C: -6.322 16.347 4.522
C: -13.025 10.921 -1.612
C: -12.529 7.778 1.645
C: -14.433 14.621 2.361
C: -14.685 18.143 3.430
C: -11.961 9.793 -1.427
C: -13.417 11.504 -0.296
C: -10.041 8.742 5.812
C: -15.073 15.994 2.468
C: -18.706 16.516 3.763
C: -17.642 9.781 4.170
C: -9.956 17.016 6.265
C: -14.842 19.832 -0.665
C: -18.725 16.940 -2.095
C: -17.986 21.352 3.624
C: -8.728 7.708 0.244
C: -11.264 17.718 -1.607
C: -18.893 20.380 2.850
C: -5.641 7.057 -1.925
C: -3.342 7.074 -1.374
C: -11.805 23.062 5.293
C: -19.358 15.158 4.110
C: -18.554 15.607 -1.270
C: -2.643 11.639 4.487
C: -17.620 9.033 5.475
C: -18.531 14.044 3.541
C: -10.539 16.743 8.689
C: -6.134 6.576 7.270
C: -13.205 8.761 2.624
C: -11.783 22.411 3.916
C: -18.414 12.650 1.573
C: -13.130 23.772 5.595
C: -8.534 8.971 1.104
C: -10.673 17.495 2.104
C: -10.098 19.244 5.365
C: -9.612 13.664 4.131
C: -14.862 14.970 -1.727
C: -7.750 9.158 6.781
C: -5.268 12.249 6.214
C: -11.715 13.142 2.977
C: -6.910 8.768 7.978
C: -9.310 16.880 2.153
C: -9.679 16.232 7.519
C: -13.864 14.161 7.301
C: -13.145 12.954 3.554
C: -10.743 5.556 4.101
C: -4.722 12.291 7.635
C: -17.436 9.961 6.693
C: -6.214 13.330 2.361
C: -6.998 7.664 -1.452
C: -5.829 17.788 4.311
C: -13.964 18.474 7.184
C: -7.379 9.665 3.036
C: -12.604 20.842 2.260
C: -11.104 11.629 7.015
C: -18.161 19.608 1.725
C: -11.304 17.187 0.719
C: -17.026 15.465 -0.931
C: -14.874 21.188 -1.373
H: -6.174 18.351 5.179
H: -19.732 15.957 5.862
H: -6.647 10.274 2.502
H: -12.342 17.558 -1.573
H: -12.942 12.534 4.540
H: -13.692 12.195 2.994
H: -20.364 15.101 3.695
H: -5.389 7.486 -2.896
H: -17.258 19.149 2.127
H: -4.749 17.928 4.263
H: -12.417 17.019 3.104
H: -16.788 10.447 4.047
H: -15.152 14.112 5.165
H: -1.595 11.344 4.548
H: -18.316 17.823 -1.604
H: -12.683 11.670 -2.327
H: -9.858 10.604 -2.777
H: -10.896 6.249 1.673
H: -11.684 9.250 -2.332
H: -14.382 15.929 -1.925
H: -15.188 13.864 2.147
H: -15.278 16.404 1.478
H: -15.697 16.801 5.960
H: -7.726 7.560 -2.257
H: -14.179 6.455 1.614
H: -10.768 16.819 -1.976
H: -8.127 10.336 3.462
H: -15.674 15.032 7.806
H: -16.716 8.423 5.455
H: -10.204 20.307 5.581
H: -19.013 14.986 0.640
H: -18.375 12.652 0.484
H: -5.135 10.168 5.868
H: -19.774 17.057 -2.367
H: -9.375 19.221 4.549
H: -10.850 9.985 4.297
H: -13.190 6.135 0.409
H: -13.192 14.165 6.441
H: -4.744 13.072 5.721
H: -7.581 16.304 7.165
H: -11.823 13.505 1.954
H: -11.732 23.195 3.158
H: -6.795 8.713 -1.234
H: -15.041 9.753 5.686
H: -14.621 14.762 -0.684
H: -3.111 6.027 -1.574
H: -13.008 24.579 6.318
H: -10.941 5.455 5.168
H: -9.425 7.910 -0.569
H: -13.927 9.715 -2.888
H: -15.621 18.123 3.988
H: -8.845 10.950 -1.459
H: -12.012 11.838 7.580
H: -18.519 14.837 5.929
H: -14.744 9.987 7.421
H: -13.939 23.094 5.865
H: -7.668 10.233 6.622
H: -16.754 16.441 -0.525
H: -10.651 24.165 6.482
H: -17.412 12.437 1.950
H: -13.811 14.561 1.466
H: -6.384 13.932 1.468
H: -14.405 11.218 6.162
H: -20.569 20.426 1.641
H: -19.573 8.595 5.634
H: -19.298 17.375 4.085
H: -3.009 11.327 3.508
H: -9.622 13.026 5.016
H: -10.212 17.748 8.953
H: -7.007 6.313 6.673
H: -16.612 22.076 5.802
H: -10.612 18.582 2.167
H: -11.175 16.142 0.433
H: -15.623 22.327 4.332
H: -9.344 15.796 2.039
H: -5.947 9.270 7.878
H: -9.247 7.887 7.591
H: -5.298 7.052 6.756
H: -10.281 12.007 -1.678
H: -5.784 15.766 2.500
H: -14.131 9.179 2.232
H: -14.428 14.200 -2.365
H: -19.480 21.601 1.545
H: -11.737 22.295 6.066
H: -6.856 12.451 2.305
H: -14.918 19.972 0.413
H: -9.307 16.710 5.441
H: -16.008 15.931 3.024
H: -17.888 20.196 0.848
H: -12.105 8.485 0.931
H: -11.603 20.466 2.045
H: -17.536 22.104 2.975
H: -14.751 19.031 6.673
H: -13.847 19.392 -0.746
H: -10.458 16.061 9.536
H: -5.108 13.144 8.193
H: -9.617 8.114 5.028
H: -15.239 21.091 5.543
H: -17.463 14.099 3.760
H: -18.316 10.606 6.692
H: -5.184 10.987 4.377
H: -10.824 24.766 5.030
H: -9.394 9.571 1.403
H: -18.712 7.474 6.322
H: -17.795 16.756 4.311
H: -8.173 17.382 8.080
H: -6.156 14.892 5.935
H: -10.386 11.156 7.686
H: -9.899 15.187 7.298
H: -18.601 16.739 2.701
H: -18.544 10.386 4.069
H: -13.538 22.494 -1.701
H: -13.309 14.734 8.045
H: -13.117 18.336 6.511
H: -18.639 21.902 4.303
H: -8.749 17.279 1.308
H: -15.804 21.730 -1.194
H: -9.013 14.530 4.409
H: -7.009 13.052 7.041
H: -18.819 18.838 1.320
H: -7.407 9.139 8.874
H: -10.986 8.332 6.169
H: -15.623 19.187 -1.066
H: -3.054 7.610 -2.280
H: -12.540 11.903 0.216
H: -17.274 9.426 7.630
H: -13.698 10.751 0.442
H: -7.114 12.664 5.340
H: -5.209 12.916 2.448
H: -5.748 5.626 7.640
H: -10.960 18.533 -2.262
H: -10.677 12.598 6.754
H: -10.831 4.563 3.657
H: -10.479 7.669 2.443
H: -13.407 8.275 3.579
H: -13.935 18.712 3.980
H: -6.767 9.340 3.877
H: -13.442 24.315 4.702
H: -14.133 12.308 -0.465
H: -13.171 14.923 3.959
H: -6.720 7.182 0.446
H: -6.328 18.264 3.468
H: -19.286 19.686 3.593
H: -11.577 16.747 8.357
H: -2.661 12.722 4.612
H: -15.835 13.271 6.345
H: -14.021 16.360 5.653
H: -10.828 21.898 3.791
H: -12.369 9.083 -0.708
H: -3.653 12.236 7.835
H: -9.683 5.800 4.028
H: -13.311 20.022 2.140
H: -16.921 14.805 -0.068
H: -5.139 16.105 6.168
H: -5.601 5.977 -2.070
H: -12.363 17.442 0.773
H: -7.943 9.734 0.592
H: -11.095 18.928 5.055
H: -5.190 11.444 8.140
H: -13.681 19.119 8.015
H: -4.693 15.170 3.708
H: -12.554 9.572 2.951
H: -20.267 15.528 -0.158
H: -7.409 16.288 4.457
H: -9.335 6.957 0.752
H: -9.097 13.069 3.376
H: -11.308 15.920 3.327
H: -13.931 13.139 7.674
H: -10.943 16.910 5.813
H: -17.496 9.185 3.269
H: -7.327 8.462 6.055
H: -9.577 10.730 5.026
H: -12.857 21.616 1.536
H: -14.740 9.845 -1.572
H: -18.909 14.788 -1.897
H: -19.095 11.868 1.911
H: -18.859 13.096 3.969
H: -2.624 7.365 -0.607
H: -11.366 12.110 2.910
H: -8.809 17.186 3.072
H: -18.272 16.769 -3.072
H: -14.788 18.699 2.497
H: -14.688 21.210 -2.447

# 2
This record from the Open Molecules 2025 dataset describes C68H72F6FeN12O4 as an isolated structure in a non-equilibrium geometry. The level of theory is wB97M-V/def2-TZVPD.

Properties
Gap between HOMO and LUMO (alpha / beta) (eV): 8.92 / 8.26
DFT total energy (eV): -148445.1477
Multiplicity: 5
Highest occupied orbital energy (alpha / beta) (eV): -8.43 / -7.76

Atoms and positions in Å:
Fe: -0.678 2.313 -2.465
F: -1.905 7.191 -1.242
F: 0.454 -1.842 -2.189
F: 2.347 -1.005 -1.514
F: 1.210 -2.314 -0.210
F: -2.870 5.250 -0.964
F: -2.746 6.092 -2.944
O: 0.070 5.007 -1.050
O: -0.964 4.208 -2.877
O: 0.186 0.808 -1.590
O: 1.117 0.422 0.517
N: 5.721 -2.539 1.044
N: -2.452 2.319 -0.837
N: -1.864 -6.483 -2.868
N: -5.147 -1.526 -3.534
N: -2.260 1.336 4.369
N: 1.250 2.406 -3.732
N: -0.990 5.004 4.596
N: 0.579 -4.345 -5.994
N: 1.016 -5.611 2.876
N: -2.180 -1.782 0.995
N: 3.283 -0.957 5.525
N: -1.856 1.422 -4.136
C: 2.175 -2.159 -6.603
C: 4.772 -1.640 0.787
C: -4.157 -3.456 1.932
C: 1.136 3.276 -4.715
C: -1.338 -0.802 4.955
C: -0.728 5.323 -2.125
C: -4.249 -1.185 -2.638
C: -1.459 6.230 2.528
C: -3.840 -3.420 -4.157
C: -3.739 0.619 -6.070
C: 2.183 3.607 -5.596
C: -0.160 6.493 2.404
C: 6.163 -1.413 3.099
C: -1.847 0.194 -4.640
C: -0.794 -5.699 -2.854
C: 0.293 -0.052 -0.588
C: 3.054 0.372 5.511
C: 0.322 5.317 4.391
C: 1.904 -4.434 -5.824
C: 3.786 1.223 6.283
C: 0.651 1.598 2.514
C: -2.812 -3.054 -3.225
C: 2.458 1.852 -3.499
C: -3.677 1.931 -5.612
C: -1.950 -3.057 1.112
C: 2.108 -5.260 2.172
C: -1.777 5.477 3.668
C: 0.776 -4.863 3.929
C: 2.749 -3.327 -6.156
C: 0.768 -2.032 -6.609
C: 5.338 -0.387 2.737
C: -2.790 2.263 -4.613
C: 0.729 6.077 3.334
C: 2.561 -3.388 3.482
C: -1.893 1.806 5.573
C: -4.677 2.231 0.027
C: 3.569 2.142 -4.280
C: 6.480 -2.372 2.126
C: 4.577 -0.490 1.578
C: 0.049 -3.180 -6.320
C: -1.018 -0.378 6.209
C: -2.069 5.983 -1.793
C: -1.309 0.968 6.515
C: 4.924 -0.570 7.227
C: -3.790 2.187 -1.014
C: 1.430 5.522 -1.103
C: -4.179 2.431 1.285
C: -1.979 2.449 0.395
C: -1.980 0.115 4.093
C: 0.355 0.317 1.694
C: 1.477 -3.789 4.299
C: 4.208 -1.389 6.394
C: 3.427 3.052 -5.333
C: -3.032 -1.905 -2.466
C: 2.388 4.466 -0.589
C: -4.930 -2.579 -4.266
C: -0.139 -5.381 -1.709
C: -4.456 -2.162 1.637
C: -2.835 2.453 1.474
C: 2.845 -4.125 2.356
C: 1.071 -1.310 -1.113
C: -2.818 -0.249 -5.542
C: -2.893 -3.936 1.620
C: -0.392 -5.990 -0.474
C: 4.768 0.766 7.120
C: -3.419 -1.314 1.229
C: -1.569 -6.759 -0.539
C: -2.285 -6.926 -1.680
H: 4.254 -2.455 6.384
H: -4.262 2.785 -5.978
H: -2.623 3.257 -4.174
H: 2.023 3.445 -0.554
H: 6.683 -1.354 4.016
H: 4.278 -1.815 -0.148
H: 0.308 -1.047 -6.750
H: -5.747 2.178 -0.156
H: 1.224 -3.133 5.198
H: -2.270 6.544 1.848
H: 0.722 -0.536 2.222
H: 1.650 5.612 -2.173
H: 0.171 -5.743 0.516
H: 3.622 2.231 6.221
H: -1.033 -3.181 -6.348
H: -0.671 0.149 1.536
H: 2.737 -1.268 -6.831
H: -5.703 -2.692 -5.063
H: -4.485 0.359 -6.815
H: 0.703 -4.722 -1.765
H: 2.045 4.326 -6.387
H: -0.433 -1.090 6.826
H: -3.227 -7.499 -1.660
H: 4.338 3.260 -5.912
H: -1.094 1.382 7.510
H: 0.235 2.405 1.868
H: -1.106 -0.497 -4.173
H: 3.217 4.374 -1.237
H: 1.527 6.549 -0.752
H: -2.824 5.242 3.840
H: -1.058 -1.765 4.608
H: 0.222 7.059 1.612
H: 0.154 3.764 -4.895
H: -5.372 -1.782 2.038
H: -2.880 -1.261 -5.824
H: 5.678 -1.010 7.923
H: -0.540 -5.360 -3.851
H: -2.192 -1.497 -1.881
H: 7.330 -3.023 2.265
H: -3.714 -4.255 -4.857
H: 2.494 1.105 -2.713
H: 3.775 -3.325 -5.870
H: 2.214 -5.396 -5.410
H: -2.211 2.853 5.806
H: 1.759 1.629 2.559
H: 2.282 0.740 4.856
H: 2.245 -5.943 1.317
H: -4.857 -4.028 2.529
H: 4.512 1.691 -4.055
H: 2.795 4.591 0.471
H: -0.927 2.582 0.517
H: 3.830 0.219 1.257
H: -1.851 -3.522 -3.113
H: 5.111 0.427 3.358
H: -0.132 -5.103 4.522
H: 5.394 1.452 7.667
H: -3.570 -0.273 1.140
H: -4.900 2.497 2.135
H: 1.779 6.257 3.139
H: 3.141 -2.538 3.801
H: -2.662 -4.973 1.747
H: 3.652 -3.800 1.670
H: 0.239 1.614 3.513
H: -0.123 6.061 -2.688
H: -2.426 2.459 2.491
H: -1.863 -7.390 0.296
H: 0.908 4.895 5.148
H: -4.078 1.948 -1.997
H: -0.623 -0.464 -0.168
H: -0.939 -3.406 0.940
H: -2.219 -0.125 3.133
H: -4.472 -0.359 -1.964